Entry A
17
Properties=species:S:1:pos:R:3 method="wB97M-V/def2-TZVPD" gap_ev=9.40 charge=0
H 2.9047 -0.9378 1.3540
H -2.2755 0.0972 -2.1321
C 1.4712 0.5078 0.7724
S -1.1935 1.8118 -0.2197
H -2.4838 1.8870 -0.0674
C -1.1652 -0.0142 -0.2715
S -1.9668 -0.7365 1.1612
C 0.6166 -0.3257 0.1595
H 1.0281 -1.2809 -0.1295
H 1.1693 1.5730 0.9994
H -3.2477 -0.6788 0.5497
H -0.7295 -0.8384 -2.2053
H 3.0943 0.6699 1.9138
C -1.6143 -0.6001 -1.6350
H 3.6438 0.3379 0.3407
C 2.8660 0.1320 1.1277
H -2.1177 -1.6042 -1.7178


Entry B
17
Properties=species:S:1:pos:R:3 method="wB97M-V/def2-TZVPD" gap_ev=8.44 charge=0
C 1.5023 -0.3370 -0.2323
S -0.8683 -0.2478 2.1591
H 2.0982 0.2514 -0.9784
H 0.2183 -1.5794 -2.2932
C 0.0670 -0.1872 -0.5687
H -0.8744 1.9391 1.0186
C -0.6786 1.5446 2.0258
H 1.7147 -0.0881 0.8388
H -1.3412 -0.7276 -2.1736
C -0.2605 -0.6576 -2.0171
C -0.7857 -0.9198 0.4644
H -0.2920 0.8125 -0.4864
H 0.1761 0.0662 -2.6640
H -1.3157 2.0615 2.8026
S -1.5068 -2.3713 0.2630
H 1.7932 -1.3860 -0.4395
H 0.3534 1.8266 2.2809


How do the energies compare? Relative to the most stable structure, in kcal/mol: entry A 42.5; entry B 0.0.


Entry A
17
Properties=species:S:1:pos:R:3 method="wB97M-V/def2-TZVPD" gap_ev="7.88 / 7.88" charge=+1
H 2.5433 1.3350 -0.2033
N -0.3598 -0.0449 -0.2139
N -0.0654 -2.1702 -1.7731
H 2.2017 0.4289 1.2110
H 0.2476 -1.2414 -1.0028
H -0.5022 3.5933 1.5619
H -0.8012 -2.6002 -1.1610
N 1.7946 0.8548 0.2701
H 0.5107 -2.9775 -2.1119
H -0.3877 -1.6703 -2.6270
C -0.6548 2.5770 1.9509
H -0.1452 2.2691 2.8314
H -3.1773 0.7074 0.9357
C -1.3845 1.7110 1.2582
C 0.5423 0.8286 -0.0718
C -2.1647 0.7933 0.7306
N -1.5967 -0.1067 -0.1555


Entry B
17
Properties=species:S:1:pos:R:3 method="wB97M-V/def2-TZVPD" gap_ev=7.93 charge=+1
H 1.8172 -0.1972 -1.7974
H 0.7942 1.6522 -0.5730
H -1.2171 -2.0267 -0.1189
H 2.1622 1.2943 0.0784
H -1.9671 -0.2316 -1.8777
H -2.1995 1.4440 0.1472
H 1.1332 0.1314 1.8225
H -1.3284 -0.0251 1.9045
H 1.9895 -1.6044 0.4331
N -1.5116 -1.0186 0.0904
N 1.0502 -1.1733 0.1262
C 0.6535 0.0162 0.8712
C 1.1382 -0.2643 -1.0413
C -0.8797 0.0717 0.9443
N 1.2629 0.9595 -0.1183
C -1.5517 -0.0951 -0.8433
N -1.3459 1.0669 -0.0478


Entry C
17
Properties=species:S:1:pos:R:3 method="wB97M-V/def2-TZVPD" gap_ev=11.46 charge=+1
N 0.6551 -0.1078 0.6174
N -1.6720 -0.0601 1.1711
C 2.3060 0.1628 0.2662
H -3.8854 -0.8305 -0.8313
C 2.9922 -0.9339 1.0128
H -2.9026 0.3628 -1.2351
N -3.5643 0.1194 -0.5536
N 3.4621 -1.7600 1.6398
H 3.3758 0.5984 -1.5884
H 1.6585 1.2699 -1.5033
C -0.4930 0.0593 0.8911
H -1.7601 -0.7044 1.9886
C 2.3517 0.4212 -1.1560
H -2.7391 0.0433 0.6695
H -4.3581 0.7426 -0.5739
H 2.0776 -0.4373 -1.6957
H 2.4956 1.0542 0.8808


How do the energies compare? Relative to the most stable structure, in kcal/mol: entry A 63.3; entry B 73.5; entry C 0.0.


Entry A
53
Properties=species:S:1:pos:R:3 method="wB97M-V/def2-TZVPD" gap_ev=7.67 charge=-1
H -1.9882 1.1448 1.3614
H -2.6355 -0.0710 -0.2370
H -4.0113 0.2188 0.3825
O -2.3786 -3.0257 0.4625
H -1.7758 -1.1893 4.4894
H -2.0468 1.7331 2.6387
O 0.7311 -1.6391 0.1191
H -2.0057 -1.2322 -2.4902
Cl 0.2619 -0.3683 0.7081
O 4.0753 1.3812 1.4526
H 0.6018 -3.1780 -0.9697
H -1.9070 3.5187 -1.5527
H 0.4110 -2.8918 1.9181
O -1.0528 0.0018 0.0939
O 3.0870 1.8303 -1.4163
H 0.6905 -0.0050 -2.7480
H 3.5712 -1.0698 -0.3348
O -2.6263 1.4672 1.9257
O 0.8222 -0.9333 -2.5971
O 1.2530 0.7144 0.5104
H 0.5205 2.4477 0.9858
H 4.4218 2.0762 2.0531
H 1.8164 -0.1895 3.0116
H 1.4243 -3.5427 -2.1829
H -0.9538 -3.3420 1.3707
O -1.5683 -1.9042 -2.0549
H -3.3342 0.8506 -2.9075
H -1.5035 2.6827 -0.2823
H -3.1125 -2.5325 0.7943
H -0.7171 -1.4864 -2.0646
H 3.0691 -0.0021 -1.0642
O 0.0018 -0.5436 2.1739
H 3.0811 2.2745 -2.2679
O -1.4521 -1.7787 3.8332
O 3.0854 -0.9465 -1.1673
O -0.2540 2.9714 0.8273
O -3.5867 -0.0593 -0.3992
H 3.3045 1.8445 1.1515
O 2.4596 0.4161 3.3631
H 0.7348 1.4875 -1.5677
O -2.0833 2.7041 -1.0353
H 0.3198 2.6390 -2.3062
O -0.1847 -3.6549 1.8621
H -0.9217 -1.2970 3.1611
H -2.0373 0.7474 -2.3296
H 2.9406 2.6113 -0.8756
H 3.1108 0.5310 2.6924
O -2.4815 0.5077 -3.1132
O 0.3307 1.6806 -2.3955
H 0.1187 3.8471 0.8962
H -2.1529 -2.5574 -0.3204
O 0.9022 -3.9228 -1.4992
H 1.6243 -0.9669 -2.0594


Entry B
53
Properties=species:S:1:pos:R:3 method="wB97M-V/def2-TZVPD" gap_ev=9.27 charge=-1
H 3.6210 -0.6730 13.4290
O 2.9480 6.3330 18.1620
H 5.5740 5.7540 15.8520
H 5.8920 2.3530 12.8710
H 3.7650 6.7040 17.9150
O 2.9790 3.5920 13.2600
O 3.6890 0.1330 12.8860
H 3.6400 -0.6240 15.5880
H 1.4350 5.6640 11.9160
O 2.7380 1.7200 14.8300
H 5.3490 -0.1390 14.6740
O 0.1440 3.9710 14.1360
O 3.0620 1.3420 17.9880
H 3.2020 -2.0970 15.7930
H 1.6580 5.7780 16.7350
Cl 3.4850 2.9720 14.5770
H 2.6270 4.7360 11.9110
H 6.8980 2.7020 11.8120
H 1.4990 5.0190 15.4080
H 1.0310 1.1140 15.5610
O 4.9470 2.6800 14.4410
H 2.9410 1.5560 17.0890
O 2.0320 5.2370 11.3280
O 1.3450 5.8470 15.8910
O 3.2360 6.5340 13.3970
H 5.0010 4.1950 17.1930
H 2.5530 5.9090 13.5840
O 5.3180 5.1400 12.9150
O 1.0230 1.4000 12.6550
O 5.0760 0.2450 15.5140
H 1.9470 1.3410 12.7120
H 6.1690 4.9500 12.5510
H 4.0290 6.0690 13.2050
H 0.7700 2.1380 13.2510
H -0.0130 4.9400 14.0450
H 4.2790 2.3930 9.7400
H 4.4850 -0.0300 12.4320
H 3.1830 5.3770 18.1560
H 2.4570 0.6110 18.0100
O 3.4710 2.4030 10.2670
O 5.9430 4.8770 15.9130
H 4.6600 1.0720 15.2390
O 0.4850 1.2290 16.3130
H 5.3920 4.4030 15.2570
O 2.8880 -1.2320 15.7840
H 0.3330 2.1690 16.4640
O 6.0880 2.2630 11.9420
H -0.5390 3.7460 14.7480
O 4.6480 3.8630 18.0470
H 3.7150 1.9400 10.9760
O 3.2210 3.9190 15.7290
H 4.6840 2.9240 18.0390
H 4.7590 4.3940 12.5750


How do the energies compare? Relative to the most stable structure, in kcal/mol: entry A 0.0; entry B 7.8.


Entry A
8
Properties=species:S:1:pos:R:3 method="wB97M-V/def2-TZVPD" gap_ev=8.73 charge=0
C -0.6478 -0.8218 0.0064
C 1.3464 0.1373 -0.1249
N 0.7078 -0.9212 0.0119
H -1.9519 0.6593 0.3729
S 0.1187 1.7393 -0.0344
O -1.4547 -1.7202 -0.0717
N -1.0568 0.5076 -0.0980
Cl 2.9382 0.4198 -0.0621


Entry B
8
Properties=species:S:1:pos:R:3 method="wB97M-V/def2-TZVPD" gap_ev=8.96 charge=0
C 1.4987 1.5829 0.7886
O 2.0803 2.5310 0.4564
H 0.7231 -0.3474 1.1955
N 2.4630 -0.1849 -1.8325
N 2.2654 -0.9815 -1.0223
S 1.9613 -2.1516 -0.0977
Cl -0.8253 1.0174 -0.0277
C 0.6390 0.6317 0.8412


How do the energies compare? Relative to the most stable structure, in kcal/mol: entry A 0.0; entry B 39.8.